DFT (the ωB97M-V functional and the def2-TZVPD basis) results for a 2-piece molecular cluster, C7H7N7O6 overall at a distorted geometry.

Bonds (Å) are listed after each position.
CARTESIAN COORDINATES (ANGSTROEM)
1 O -2.72 -4.36 1.85  N2 1.219
2 N -2.68 -3.20 1.48  O1 1.219, C3 1.380, O6 1.416
3 C -1.72 -2.34 0.98  N2 1.380, C4 1.412, C17 1.421
4 C -2.35 -1.13 0.65  C3 1.412, N5 1.364, C7 1.461
5 N -3.67 -1.16 0.98  C4 1.364, O6 1.378
6 O -3.86 -2.42 1.50  N2 1.416, N5 1.378
7 C -1.62 -0.13 -0.13  C4 1.461, N8 1.449, C11 1.415
8 N -2.15 1.17 -0.49  C7 1.449, O9 1.246, O10 1.265
9 O -3.15 1.65 0.08  N8 1.246
10 O -1.53 1.78 -1.41  N8 1.265
11 C -0.32 -0.44 -0.61  C7 1.415, C12 1.404, H18 1.093
12 C 0.29 -1.61 -0.13  C11 1.404, N13 1.397, C17 1.416
13 N 1.60 -2.08 -0.29  C12 1.397, O14 1.224, O15 1.404
14 O 2.60 -1.57 -0.77  N13 1.224
15 O 1.64 -3.36 0.28  N13 1.404, N16 1.389
16 N 0.42 -3.71 0.84  O15 1.389, C17 1.370
17 C -0.37 -2.61 0.63  C3 1.421, C12 1.416, N16 1.370
18 H 0.22 0.19 -1.32  C11 1.093
19 C 2.59 3.76 -0.70  N20 1.456, H22 1.090, H23 1.097, H24 1.102
20 N 2.12 2.41 -0.98  C19 1.456, N21 1.428, H25 1.021
21 N 1.59 1.87 0.23  N20 1.428, H26 1.024, H27 1.021
22 H 2.89 4.22 -1.64  C19 1.090
23 H 1.75 4.32 -0.25  C19 1.097
24 H 3.44 3.76 -0.01  C19 1.102
25 H 2.86 1.78 -1.30  N20 1.021
26 H 0.69 2.32 0.41  N21 1.024
27 H 1.45 0.87 0.11  N21 1.021

For the lowest unoccupied orbital energy, the calculation gives -2.62 eV. Its HOMO energy is -8.2 eV. The calculation puts the gap between HOMO and LUMO at 5.531 eV. The value obtained for the energy relative to the best compared isomer or geometry (same formula, charge and spin) is 1.90 kJ/mol.